(1)
ORCA calculation (ωB97M-V/def2-TZVPD) on a cluster of 4 separate species, C25H65BrClNO4Si6 in total.

```
103
Properties=species:S:1:pos:R:3:forces:R:3:mulliken_charge:R:1
C 2.347 -3.185 -1.172 0.1491 0.3115 -0.4897 -1.326
C 1.006 -3.251 -1.894 0.3083 -0.3589 0.2877 1.943
Br 1.323 -3.308 -3.841 -0.1518 0.0913 0.0099 -0.103
C 0.150 -4.444 -1.481 -0.0453 0.2547 -0.3519 -1.590
C -1.353 -4.268 -1.631 -0.3104 -0.0913 -0.0106 0.387
C -1.923 -3.566 -2.873 -0.7150 -0.0626 0.0658 -1.181
N -1.881 -2.121 -2.627 0.5088 -0.2399 0.7293 -0.080
C -1.907 -1.950 -1.240 0.0045 0.8170 0.6696 0.135
O -1.834 -0.895 -0.641 0.1204 -0.9977 -0.6506 -0.682
C -2.025 -3.349 -0.591 0.0003 0.1563 -0.8728 -0.070
Cl -1.422 -3.415 1.042 0.0136 0.0720 0.3295 -0.162
H 2.696 -4.144 -0.808 -0.0848 -0.2260 0.0670 0.360
H 2.292 -2.464 -0.363 -0.0690 -0.1561 0.3563 0.082
H 3.098 -2.802 -1.855 0.2038 0.0607 0.0067 0.489
H 0.479 -2.326 -1.703 0.0004 0.2191 -0.1845 -1.216
H 0.397 -4.660 -0.445 -0.1512 -0.0549 0.2206 0.458
H 0.441 -5.319 -2.055 0.2116 -0.0979 -0.0881 0.485
H -1.821 -5.250 -1.622 0.0669 -0.1922 0.3250 0.561
H -2.985 -3.822 -2.854 -0.1349 -0.0951 -0.2355 0.414
H -1.579 -3.865 -3.852 0.5208 0.1168 -0.0601 0.417
H -1.074 -1.647 -3.008 -0.2075 0.3211 -0.4944 0.291
H -3.084 -3.598 -0.617 -0.1754 -0.0277 0.3663 0.363
C -6.597 -1.282 0.550 -0.0763 0.0712 -0.0795 -1.012
Si -6.225 -0.148 -0.893 0.2986 -0.1050 0.1128 0.441
C -4.740 0.901 -0.476 -0.2199 0.0019 -0.0322 -0.522
C -5.822 -1.196 -2.385 -0.1836 0.0775 -0.0243 -0.677
O -7.535 0.800 -1.217 -0.0276 -0.0464 -0.0397 -0.490
Si -8.472 1.934 -0.479 -0.1493 0.2226 0.1650 0.421
C -9.814 2.497 -1.645 0.1127 -0.1333 -0.0741 -1.039
C -7.433 3.412 0.007 0.0135 -0.1318 -0.0472 -1.018
C -9.266 1.213 1.055 0.0946 -0.0332 -0.1061 -1.013
H -6.714 -0.719 1.478 -0.0056 -0.0196 0.0238 0.310
H -5.780 -1.993 0.694 0.0185 -0.0058 0.0166 0.374
H -7.515 -1.850 0.380 0.0052 -0.0149 0.0205 0.294
H -4.547 1.635 -1.261 0.0415 0.0060 0.0093 0.264
H -3.860 0.264 -0.380 0.0666 0.0630 0.0288 0.015
H -4.882 1.436 0.465 0.0347 0.0148 -0.0018 0.349
H -5.579 -0.578 -3.251 0.0141 -0.0133 -0.0137 0.304
H -6.655 -1.848 -2.654 0.0105 -0.0023 -0.0153 0.351
H -4.954 -1.822 -2.168 0.0335 0.0016 -0.0102 -0.068
H -9.395 2.941 -2.550 -0.0134 0.0009 -0.0076 0.284
H -10.435 3.249 -1.155 -0.0193 0.0161 0.0006 0.300
H -10.458 1.666 -1.942 -0.0084 0.0090 -0.0115 0.282
H -6.706 3.149 0.778 0.0178 0.0279 0.0053 0.299
H -8.067 4.210 0.400 0.0032 0.0153 0.0077 0.385
H -6.885 3.804 -0.853 0.0049 0.0248 0.0094 0.283
H -8.518 0.976 1.814 -0.0176 -0.0116 0.0281 0.297
H -9.809 0.296 0.818 -0.0174 0.0010 0.0267 0.280
H -9.971 1.925 1.488 -0.0092 -0.0007 0.0157 0.384
C 3.254 -1.812 2.704 0.1220 0.0364 -0.0269 -0.571
Si 5.034 -2.389 2.660 -0.2787 -0.2171 0.0943 0.398
C 5.440 -3.250 4.271 0.0475 0.1284 -0.0658 -1.036
C 5.227 -3.611 1.264 0.1295 0.1823 -0.0380 -0.979
O 6.035 -1.102 2.431 0.0331 -0.0549 -0.0457 -0.378
Si 6.431 0.324 3.156 0.0207 0.3177 0.1753 0.395
C 7.718 1.209 2.139 -0.0511 -0.1759 -0.0780 -1.061
C 7.120 0.006 4.867 -0.0575 -0.0912 -0.1118 -1.032
C 4.915 1.412 3.297 0.0454 -0.1889 -0.0436 -0.595
H 3.055 -1.198 3.585 -0.0323 0.0161 -0.0041 0.369
H 2.577 -2.669 2.735 -0.0243 -0.0099 0.0015 0.414
H 3.010 -1.219 1.819 -0.0220 0.0052 0.0165 -0.192
H 6.497 -3.519 4.314 -0.0008 -0.0220 0.0225 0.288
H 4.852 -4.165 4.372 -0.0052 -0.0086 0.0099 0.368
H 5.218 -2.612 5.129 0.0090 -0.0209 0.0265 0.287
H 6.247 -3.995 1.205 -0.0020 -0.0045 -0.0251 0.379
H 4.978 -3.152 0.305 0.0230 -0.0267 -0.0189 0.184
H 4.556 -4.458 1.421 -0.0148 -0.0143 0.0033 0.295
H 8.629 0.615 2.044 0.0079 0.0117 -0.0136 0.305
H 7.979 2.154 2.620 0.0101 0.0233 0.0011 0.310
H 7.350 1.430 1.135 0.0133 0.0069 -0.0059 0.281
H 6.358 -0.407 5.530 0.0148 -0.0004 0.0290 0.291
H 7.481 0.937 5.308 0.0053 0.0072 0.0154 0.371
H 7.953 -0.698 4.828 0.0146 0.0091 0.0271 0.291
H 4.179 0.982 3.979 -0.0224 0.0192 0.0114 0.358
H 4.438 1.543 2.323 0.0149 0.0050 0.0701 -0.167
H 5.190 2.399 3.676 -0.0159 0.0240 -0.0065 0.447
C -0.410 2.031 -1.584 0.1361 0.0189 -0.1087 -0.683
Si 1.369 1.530 -1.873 -0.4092 -0.1835 0.1188 0.209
C 1.913 0.409 -0.473 0.1031 0.1122 -0.0763 -0.641
C 1.487 0.588 -3.478 0.1331 0.1865 0.0559 -0.815
O 2.337 2.861 -1.937 0.0832 0.0150 -0.0232 -0.509
Si 2.784 4.131 -0.987 0.0400 0.2170 0.1905 0.301
C 3.979 5.221 -1.915 -0.0514 -0.1515 -0.1012 -1.069
C 3.618 3.504 0.568 -0.0980 -0.0332 -0.1599 -1.009
C 1.282 5.140 -0.512 0.0437 -0.1244 -0.0627 -1.022
H -0.544 2.472 -0.595 -0.0309 0.0076 0.0167 0.237
H -1.068 1.161 -1.648 0.0320 0.0316 0.0568 0.089
H -0.737 2.760 -2.328 0.0014 0.0378 -0.0017 0.395
H 2.975 0.164 -0.558 0.0118 -0.0256 0.0191 0.361
H 1.343 -0.522 -0.491 -0.0658 0.0564 0.0380 -0.044
H 1.749 0.879 0.499 -0.0097 -0.0228 0.0201 0.446
H 2.509 0.257 -3.673 -0.0104 -0.0354 -0.0331 0.307
H 1.156 1.192 -4.325 -0.0036 -0.0072 -0.0051 0.355
H 0.853 -0.300 -3.428 0.0023 -0.0343 -0.0359 0.080
H 4.880 4.674 -2.197 0.0063 0.0116 -0.0101 0.291
H 4.275 6.061 -1.283 0.0125 0.0230 0.0048 0.302
H 3.527 5.623 -2.823 0.0132 0.0070 -0.0060 0.276
H 2.917 2.954 1.200 0.0156 0.0123 0.0146 0.317
H 4.012 4.339 1.151 0.0145 -0.0050 0.0292 0.558
H 4.448 2.837 0.324 0.0105 0.0180 0.0103 0.229
H 0.609 4.572 0.133 -0.0267 0.0184 0.0026 0.308
H 0.723 5.447 -1.399 -0.0159 0.0198 0.0155 0.276
H 1.585 6.040 0.028 -0.0078 0.0165 0.0085 0.386
```
Positions in Å, forces in eV/Å.

charge	0
SMILES	C[C@@H](Br)C[C@@H]1CNC(=O)[C@@H]1Cl.C[Si](C)(C)O[Si](C)(C)C.C[Si](C)(C)O[Si](C)(C)C.C[Si](C)(C)O[Si](C)(C)C

(2)
ORCA calculation (ωB97M-V/def2-TZVPD) on a cluster of 14 separate species, C25H68F6N5O31S7 in total.

```
142
Properties=species:S:1:pos:R:3:forces:R:3:mulliken_charge:R:1
C -19.324 -30.863 7.742 0.3127 1.1342 -0.1035 -0.098
F -20.600 -31.054 7.977 -0.7824 -0.2536 0.2195 -0.165
F -18.601 -31.685 8.484 0.2218 -0.2494 0.1147 -0.121
F -19.092 -31.093 6.462 0.2789 -0.2508 -0.3956 -0.087
S -18.872 -29.110 8.236 -0.4020 -1.1610 0.9410 -0.361
O -19.144 -29.142 9.644 -0.4282 0.1031 -0.3192 0.048
O -17.505 -28.869 7.864 -0.7206 -0.1184 -0.7060 0.446
N -20.076 -28.268 7.358 1.5454 -2.0690 1.3873 1.143
S -19.471 -26.830 7.350 0.8481 3.6407 -0.8308 0.280
O -19.050 -26.333 8.641 -0.2332 -0.4135 -0.0845 -0.593
O -18.540 -26.596 6.275 -0.4187 -0.2297 -0.1356 0.415
C -20.930 -25.707 6.950 0.2507 -0.9544 0.4795 -0.843
F -21.543 -25.387 8.092 -0.0110 0.2462 0.0123 -0.183
F -20.432 -24.626 6.381 -0.1452 0.0799 0.0386 0.225
F -21.845 -26.265 6.158 0.0828 -0.0600 -0.3163 -0.243
C -19.009 -31.722 2.864 0.5610 0.0836 0.4083 -0.741
O -18.312 -30.596 3.410 -0.8684 0.1783 -0.1350 -0.409
H -18.625 -31.878 1.855 -0.0585 -0.2861 0.0467 0.282
H -18.811 -32.581 3.515 0.0473 -0.1643 -0.3305 0.240
H -20.096 -31.625 2.814 0.0502 0.3917 0.0272 0.238
H -18.995 -30.011 3.791 0.2151 -0.1637 0.1125 0.280
C -21.883 -29.639 4.702 0.8534 0.8791 -0.0311 -0.774
O -20.483 -29.303 4.797 -0.5065 -0.1001 0.6125 0.159
H -22.016 -30.113 3.733 -0.2117 -0.2860 0.1539 0.308
H -22.185 -30.253 5.552 -0.1103 -0.2583 -0.2391 0.270
H -22.463 -28.710 4.712 -0.1611 -0.1183 0.0084 0.097
H -20.330 -29.049 5.743 0.0506 0.0631 -1.0256 -0.172
C -21.456 -30.437 12.075 -0.3822 0.3228 -0.7467 -0.300
O -22.671 -29.798 11.687 0.0577 0.7171 -0.1245 -0.612
H -20.799 -29.772 12.644 -0.0458 -0.1592 0.0934 0.150
H -21.736 -31.314 12.658 0.1550 0.0653 0.1077 0.400
H -20.920 -30.758 11.174 0.1438 -0.0955 0.1855 -0.035
H -22.485 -29.171 10.939 0.0618 -1.0097 0.7478 0.398
C -23.370 -28.361 8.552 0.6115 -0.3825 -1.0902 -0.450
O -22.208 -28.822 9.232 0.0742 0.4732 -0.4499 -0.320
H -23.165 -27.396 8.092 -0.2447 0.3051 0.1517 -0.205
H -23.520 -29.056 7.720 -0.5765 0.0173 -0.0494 0.325
H -24.263 -28.311 9.162 0.1353 -0.1024 0.4034 0.390
H -21.505 -28.750 8.545 -0.3131 0.0095 0.9593 -0.073
O -18.119 -22.028 10.027 -0.1691 0.3575 -0.3564 -0.622
S -17.489 -21.214 9.023 0.0304 -0.9908 -0.4996 1.250
O -16.674 -20.115 9.435 0.0220 -0.1752 -0.3086 -0.656
O -16.599 -22.174 8.094 -0.9561 0.8205 0.6069 -0.467
C -17.300 -23.347 7.549 1.1659 -0.5798 -0.2630 0.185
C -16.884 -23.432 6.086 0.0433 -0.2848 0.8830 -0.603
C -18.661 -20.616 7.802 -0.0606 0.3927 0.6938 -0.694
H -18.378 -23.371 7.702 0.0109 0.5659 0.0564 0.238
H -16.907 -24.183 8.130 -0.0224 -0.0745 -0.1826 -0.072
H -17.332 -22.621 5.516 -0.1433 -0.1733 -0.2160 0.305
H -17.125 -24.428 5.722 -0.3604 0.1945 -0.2411 -0.210
H -15.802 -23.354 6.006 0.0473 0.0968 0.0672 0.456
H -19.368 -21.350 7.428 0.2653 -0.2825 0.0384 0.092
H -18.061 -20.176 7.011 -0.0391 -0.0055 -0.0672 0.286
H -19.235 -19.841 8.311 0.0743 0.0622 -0.0417 0.447
O -16.417 -28.614 11.283 -0.5485 0.2256 0.2365 -0.478
S -17.397 -28.423 12.324 0.5210 0.3358 0.0708 1.172
O -18.052 -29.572 12.871 -0.1252 0.4457 -0.0273 -0.707
O -16.652 -27.715 13.573 -0.2692 -0.3708 -0.4934 -0.315
C -15.568 -26.799 13.251 -0.0629 -0.8940 0.0584 0.057
C -14.835 -26.541 14.536 -0.3323 1.3579 0.5457 -1.415
C -18.598 -27.131 11.876 0.4843 -1.2489 0.7321 -0.687
H -16.017 -25.918 12.789 0.2645 0.1954 0.1113 0.283
H -14.907 -27.310 12.550 -0.1029 0.1956 -0.1361 0.240
H -15.476 -26.052 15.279 -0.2205 -0.2591 -0.1241 0.337
H -14.074 -25.774 14.363 0.3026 -0.4035 -0.1141 0.402
H -14.429 -27.429 15.011 0.1633 -0.1395 -0.3082 0.319
H -18.896 -26.687 12.823 0.0727 0.1928 -0.0373 0.581
H -19.437 -27.686 11.469 0.0199 0.2338 -0.4285 -0.019
H -18.115 -26.445 11.192 -0.1893 0.0763 -0.1668 0.178
O -25.344 -20.945 7.106 -0.3164 0.1133 -0.1972 -0.646
S -25.706 -21.757 5.980 0.5913 -1.0575 0.7151 1.185
O -25.767 -21.194 4.671 0.1749 -0.2888 0.0161 -0.619
O -24.681 -23.013 5.946 -0.5454 1.2531 -0.5338 -0.266
C -24.239 -23.524 7.211 0.0823 -0.7856 0.3480 0.092
C -24.990 -24.813 7.510 0.3390 0.3374 1.0245 0.221
C -27.272 -22.567 6.291 0.2810 1.2219 -0.5579 -0.873
H -24.357 -22.776 7.996 -0.2317 -0.0442 -0.0890 0.435
H -23.168 -23.727 7.162 -0.0829 0.1778 -0.4928 -0.365
H -26.023 -24.613 7.775 -0.1421 -0.1067 -0.3475 -0.005
H -24.558 -25.224 8.433 0.0371 -0.1673 -0.2027 -0.438
H -24.910 -25.558 6.724 0.0219 0.0660 -0.1500 0.316
H -27.961 -21.732 6.145 -0.2031 -0.1732 0.1496 0.411
H -27.344 -22.945 7.303 0.1173 -0.2220 -0.0072 0.215
H -27.414 -23.269 5.476 -0.0361 -0.3178 0.2245 0.299
O -16.910 -25.717 1.270 0.2815 0.3823 0.2559 -0.718
S -16.996 -25.447 2.679 -0.1786 -1.7300 0.6805 1.300
O -16.545 -24.213 3.255 -0.3811 -0.2557 -0.5345 -0.611
O -18.539 -25.605 3.093 0.5155 0.9480 -0.5415 -0.180
C -19.285 -26.712 2.572 -0.8377 -1.1185 0.9529 -0.121
C -20.763 -26.371 2.660 0.1681 -0.0861 -0.6125 -0.950
C -16.296 -26.841 3.623 -0.4342 1.3927 -0.3941 -0.691
H -19.059 -27.550 3.239 -0.1255 -0.0842 -0.1010 0.102
H -19.074 -27.056 1.560 0.6528 0.7542 -0.0941 0.444
H -21.184 -26.450 3.656 0.1122 0.1384 0.1644 -0.131
H -21.298 -27.062 2.003 -0.0725 -0.0322 0.1390 0.465
H -20.920 -25.372 2.254 -0.1217 0.0341 0.1435 0.349
H -16.662 -27.767 3.193 0.2394 -0.0984 -0.1410 0.358
H -16.659 -26.724 4.642 0.0600 0.0158 0.0387 -0.190
H -15.222 -26.692 3.580 0.1056 -0.3687 -0.0243 0.579
O -26.750 -23.675 10.019 -0.1931 -0.0367 0.2072 -0.580
S -27.057 -25.013 10.432 0.2919 -1.1201 0.4441 1.186
O -27.712 -25.914 9.528 0.2654 0.3592 0.3112 -0.652
O -25.705 -25.758 10.913 -0.7345 0.7482 -0.6519 -0.250
C -24.659 -24.914 11.453 0.5571 -0.2424 0.7832 -0.257
C -23.433 -25.800 11.509 0.5069 0.3420 -0.2153 -0.984
C -27.916 -25.058 12.000 0.1681 0.1887 -0.9261 -1.047
H -24.908 -24.634 12.485 -0.2716 0.0862 -0.1784 0.417
H -24.558 -24.004 10.866 0.0840 -0.1342 -0.1888 0.334
H -23.160 -26.125 10.505 -0.1809 -0.4241 0.0713 -0.080
H -23.606 -26.618 12.204 -0.0483 -0.3229 -0.3321 0.365
H -22.531 -25.298 11.870 -0.2959 0.3921 0.1101 0.466
H -27.333 -24.442 12.678 -0.1852 -0.0032 0.2304 0.331
H -27.935 -26.107 12.272 0.0237 -0.0095 0.1885 0.329
H -28.924 -24.689 11.831 0.0100 0.1561 0.1380 0.395
C -19.685 -22.510 3.435 -0.1496 -0.3351 -0.2365 -0.489
N -20.933 -22.751 4.211 0.6723 0.4763 0.7492 1.035
O -21.824 -23.380 3.713 -0.5426 -0.5350 -0.5063 -0.555
O -20.969 -22.280 5.335 0.0496 0.1542 -0.0076 -0.524
H -19.396 -21.491 3.654 0.0943 0.0990 -0.2332 0.260
H -19.916 -22.735 2.398 0.0441 0.3385 -0.0430 0.301
H -18.909 -23.204 3.749 -0.1391 -0.0245 0.3151 -0.038
C -16.032 -30.770 5.956 -0.1639 -0.6584 0.0244 -0.192
N -14.888 -29.827 5.985 0.2883 0.0439 -0.1503 1.115
O -14.141 -29.871 6.940 -0.1616 0.0498 0.1420 -0.583
O -14.710 -29.126 5.005 -0.3067 -0.0845 0.1835 -0.591
H -16.159 -31.248 6.920 0.2618 0.2475 0.1707 -0.002
H -15.757 -31.534 5.231 -0.0842 0.1129 -0.1633 0.346
H -16.956 -30.293 5.663 0.2004 0.3299 -0.2970 -0.123
C -16.242 -32.514 10.917 -0.0448 -0.5183 -0.0561 -0.602
N -15.143 -32.066 11.813 0.4344 0.9060 -0.7098 1.026
O -14.166 -31.580 11.269 -0.1088 -0.3584 0.2847 -0.555
O -15.305 -32.151 13.010 -0.0560 -0.2967 0.0028 -0.571
H -16.132 -32.105 9.921 0.0890 0.6051 0.2269 0.005
H -17.158 -32.238 11.427 -0.1597 -0.1331 -0.2057 0.305
H -16.128 -33.589 10.769 -0.1712 -0.0547 0.5024 0.390
C -15.366 -26.995 8.788 -0.3426 0.6799 0.3827 -0.275
N -14.257 -26.440 7.967 0.1191 -0.3905 -0.4045 1.142
O -14.526 -25.723 7.017 -0.0315 -0.0246 0.3468 -0.567
O -13.136 -26.805 8.264 -0.1360 0.2959 0.0311 -0.639
H -15.290 -28.072 8.768 0.0025 -0.0826 0.0224 0.243
H -16.322 -26.617 8.440 0.0816 -0.1972 -0.4290 -0.310
H -15.252 -26.617 9.802 0.3692 -0.2132 0.0484 0.320
```
Positions in Å, forces in eV/Å.

charge	-1

Here are the calculated HOMO level numbers, same order: -9.882 -7.697 (eV).